Version w
The following is a quantum chemistry calculation of a gas-phase ion, C3H6NO2S (charge -1), from the Open Molecules 2025 dataset.

```
13
C3H6NO2S (ωB97M-V/def2-TZVPD)
O -1.12133 -0.74598 1.85228
C -1.42734 0.43637 1.44636
N -1.02176 0.88128 0.28855
O -1.37574 2.08905 -0.08079
C -0.23856 0.14625 -0.69402
C 1.14401 -0.17428 -0.36668
S 1.30604 -1.76794 0.53984
H -1.74846 1.03303 2.23890
H -0.25985 0.74280 -1.57604
H -0.85567 -0.74455 -0.86700
H 1.85631 -0.38646 -1.21281
H 1.50063 0.68307 0.19958
H 0.31063 -1.51528 1.41978
```

The gap between HOMO and LUMO comes out at 6.0 eV. The net charge is -1.

***

Version x
The following is a quantum chemistry calculation of 2 unconnected molecules or ions with the total composition C3H6NO2S, from the Open Molecules 2025 dataset.

```
13
C3H6NO2S (ωB97M-V/def2-TZVPD)
C 0.09262 1.47783 -1.92501
C 0.35944 0.87271 -0.78659
C -1.40551 0.15128 0.08211
N 0.63803 -0.66981 1.79968
O -1.44777 -2.10971 1.53807
O 0.12874 -1.84498 -0.29886
S -0.65284 -1.19242 0.72299
H 0.95132 1.70366 -2.58984
H -0.98100 1.57344 -2.27158
H 1.33544 0.78987 -0.51371
H -1.39371 0.80757 0.99603
H 1.19827 -0.03882 1.11059
H 1.17695 -1.52062 2.13612
```

The gap between HOMO and LUMO comes out at 8.4 eV. The net charge is -1.

***

Which of them is the most stable, and which is the least stable? version w and version x, in that order.